Below is C24H21Cl7CoS as an isolated structure, with properties calculated with ωB97M-V/def2-TZVPD.

The molar mass comes out at 648.60 g/mol. Its calculated total energy is -5929.4904 hartree. Its spin multiplicity is 4. For the gap between HOMO and LUMO (spin up / spin down), the calculation gives 8.24 / 7.71 eV. For the energy relative to the best compared isomer or geometry (same formula, charge and spin), the calculation gives 1.92 kcal/mol.

Cartesian coordinates (Å):
1 Co 0.0885 0.2950 -0.0280
2 C -2.7558 -1.7255 -1.5582
3 C -1.9759 -1.3744 -0.3205
4 C -2.4527 -0.2896 0.4488
5 C -3.6099 0.5094 -0.0876
6 C -1.8654 0.0106 1.6871
7 C -2.4130 1.0717 2.6042
8 C -0.7456 -0.7250 2.1198
9 C -0.1724 -0.4487 3.4825
10 C -0.1945 -1.7290 1.3021
11 C 1.0444 -2.4495 1.7703
12 C -0.8293 -2.0794 0.0863
13 C -0.2677 -3.2326 -0.7070
14 H -3.8138 -1.8289 -1.3117
15 H -2.4322 -2.6462 -2.0276
16 H -2.6777 -0.9345 -2.3070
17 H -4.5534 -0.0262 0.0476
18 H -3.4895 0.6911 -1.1554
19 H -3.6960 1.4801 0.3879
20 H -1.7184 1.9114 2.6840
21 H -2.5465 0.6683 3.6083
22 H -3.3708 1.4606 2.2777
23 H -0.8012 -0.9241 4.2423
24 H -0.1404 0.6169 3.6967
25 H 0.8387 -0.8239 3.5895
26 H 0.8541 -2.9669 2.7125
27 H 1.8524 -1.7347 1.9425
28 H 1.3970 -3.1823 1.0534
29 H 0.7747 -3.0559 -0.9727
30 H -0.8043 -3.4102 -1.6306
31 H -0.3049 -4.1500 -0.1160
32 Cl 2.3348 -0.6361 -1.1066
33 C 3.5861 0.1291 -0.1434
34 C 4.8898 -0.1727 -0.4858
35 C 5.9236 0.4147 0.2247
36 C 5.6287 1.2891 1.2572
37 C 4.3105 1.5714 1.5732
38 Cl 4.0167 2.6733 2.8810
39 C 3.2250 1.0066 0.8838
40 S 1.5853 1.3972 1.3301
41 H 5.0857 -0.8553 -1.3006
42 H 6.9519 0.1939 -0.0266
43 H 6.4158 1.7619 1.8277
44 Cl 0.0467 -0.9850 -3.2983
45 C -0.5673 0.6339 -3.0534
46 C -0.5700 1.1687 -1.7703
47 C -1.1217 2.4397 -1.6672
48 Cl -1.2225 3.1512 -0.0748
49 C -1.6146 3.1667 -2.7457
50 Cl -2.2719 4.7425 -2.5353
51 C -1.5768 2.5906 -4.0134
52 Cl -2.1787 3.4530 -5.3731
53 C -1.0564 1.3067 -4.1719
54 Cl -1.0395 0.5814 -5.7325

Atomic forces in eV per Å
Co 0.010 0.133 -0.023
C -0.012 0.020 -0.057
C -0.029 0.004 0.027
C 0.018 -0.004 0.010
C -0.021 0.031 -0.017
C -0.027 -0.057 -0.019
C 0.030 0.053 0.018
C 0.016 -0.029 0.011
C -0.001 0.036 0.007
C -0.049 -0.026 -0.014
C 0.005 -0.001 0.015
C 0.046 0.055 0.028
C -0.010 -0.054 -0.024
H 0.005 -0.004 0.002
H -0.012 -0.007 0.023
H -0.003 -0.006 0.009
H 0.001 0.003 0.006
H 0.005 -0.020 0.002
H 0.001 -0.005 0.000
H -0.015 -0.001 0.008
H 0.003 -0.009 -0.001
H 0.000 -0.016 -0.008
H 0.013 -0.013 0.001
H -0.005 -0.003 -0.013
H 0.002 -0.011 0.002
H 0.005 -0.004 0.000
H -0.001 -0.007 0.003
H -0.001 0.008 -0.009
H 0.002 0.010 0.008
H 0.009 0.021 0.006
H 0.003 0.001 -0.001
Cl 0.056 0.086 0.085
C -0.158 -0.055 -0.066
C 0.083 0.042 0.062
C -0.005 -0.022 -0.026
C -0.042 -0.006 0.000
C 0.040 0.021 0.023
Cl 0.003 -0.007 -0.006
C 0.051 -0.084 -0.049
S -0.027 0.025 -0.022
H -0.003 -0.002 0.000
H -0.006 0.001 0.001
H -0.002 0.000 -0.001
Cl 0.004 0.022 0.013
C 0.014 -0.025 0.013
C 0.011 -0.126 -0.087
C 0.013 -0.015 0.077
Cl -0.002 0.009 -0.001
C 0.000 -0.012 -0.024
Cl -0.010 0.010 0.006
C 0.024 -0.052 -0.012
Cl -0.012 0.017 -0.012
C -0.033 0.091 0.046
Cl 0.010 -0.013 -0.019

From a Mulliken analysis of the wavefunction, the atomic charges in e read: Co -0.077; C -1.833; C 1.052; C 0.926; C -2.280; C 1.213; C -2.119; C 0.554; C -2.045; C 0.486; C -2.337; C 1.819; C -2.309; H 0.406; H 0.422; H 0.226; H 0.424; H 0.344; H 0.501; H 0.348; H 0.417; H 0.428; H 0.380; H 0.442; H 0.480; H 0.391; H 0.364; H 0.432; H 0.373; H 0.299; H 0.443; Cl -0.124; C 0.584; C -0.759; C -0.392; C -0.714; C 0.268; Cl -0.225; C -0.166; S -0.141; H 0.422; H 0.373; H 0.418; Cl -0.147; C 1.693; C -1.983; C 1.505; Cl -0.168; C -0.442; Cl -0.192; C 0.665; Cl -0.192; C -0.264; Cl -0.190